one) C4H8N2 in the gas phase, computed with wB97M-V/def2-TZVPD.

Each line ends with the natural charge from an NBO analysis.
Positions of all 14 atoms, in Å:
C1 -1.876 -0.018 -0.497  -0.605
C2 -0.751 -0.006 0.532  -0.311
C3 0.164 1.149 0.315  0.004
N1 1.298 0.833 -0.220  -0.213
N2 1.304 -0.513 -0.500  -0.455
C4 0.253 -1.121 0.382  -0.241
H1 -2.359 0.982 -0.547  0.215
H2 -1.450 -0.290 -1.489  0.218
H3 -2.658 -0.807 -0.271  0.211
H4 -1.170 0.029 1.528  0.218
H5 -0.048 2.185 0.511  0.201
H6 2.225 -0.938 -0.383  0.368
H7 -0.197 -2.035 -0.055  0.205
H8 0.705 -1.390 1.357  0.186

Its structure (SMILES) is C[C@@H]1C=NNC1. The HOMO energy is -0.3132 hartree.


two) 2 unconnected molecules or ions with the total composition C4H8N2, computed with wB97M-V/def2-TZVPD.

Each line ends with the natural charge from an NBO analysis.
Positions of all 14 atoms, in Å:
C1 -0.245 -1.983 0.245  -0.672
C2 -0.434 1.991 -0.532  -0.630
C3 0.333 0.757 -0.184  0.008
C4 0.285 0.008 0.984  -0.356
N1 1.089 0.160 -1.134  -0.048
N2 1.265 -0.948 -1.444  0.002
H1 0.557 -2.711 0.212  0.197
H2 -0.776 -2.040 1.191  0.185
H3 -0.935 -2.019 -0.590  0.197
H4 -1.236 2.142 0.190  0.227
H5 0.202 2.879 -0.512  0.225
H6 -0.878 1.919 -1.529  0.217
H7 -0.410 0.320 1.758  0.216
H8 1.181 -0.474 1.346  0.229

The HOMO energy (spin up / spin down) is -0.2687 / -0.2682 hartree.


three) C4H8N2 in the gas phase, computed with wB97M-V/def2-TZVPD.

Each line ends with the natural charge from an NBO analysis.
Positions of all 14 atoms, in Å:
C1 1.742 -0.119 -0.621  -0.621
C2 0.340 -0.659 -0.504  -0.107
N1 -0.626 0.227 -1.171  -0.247
N2 -1.825 -0.546 -0.931  -0.430
C3 -0.638 0.019 0.254  0.205
C4 -0.845 0.960 1.349  -0.674
H1 1.932 0.269 0.439  0.208
H2 1.845 0.674 -1.297  0.233
H3 2.367 -0.936 -0.920  0.222
H4 0.169 -1.698 -0.725  0.178
H5 -1.530 -1.541 -0.880  0.303
H6 -1.746 0.500 1.780  0.255
H7 -1.009 1.995 1.051  0.239
H8 -0.179 0.855 2.177  0.236

Its structure (SMILES) is C[C@@H]1N2N[C@@]12C. The HOMO energy is -0.3428 hartree.


Which one sits at the top of the stability order? one) does.


one) 2 unconnected molecules or ions with the total composition C4H8N2, computed with wB97M-V/def2-TZVPD.

Each line ends with the natural charge from an NBO analysis.
Positions of all 14 atoms, in Å:
C1 -1.761 -0.347 -2.443  -0.384
C2 0.515 0.495 0.517  0.136
C3 1.840 0.380 0.884  -0.792
C4 -0.529 -0.068 1.404  -0.742
N1 -0.685 -0.315 -1.826  0.038
N2 0.332 -0.426 -1.294  -0.050
H1 -1.981 -1.175 -2.979  0.206
H2 -2.216 0.602 -2.557  0.208
H3 2.554 0.193 -0.027  0.271
H4 2.184 -0.141 1.850  0.161
H5 2.243 1.290 1.264  0.280
H6 -0.831 0.706 2.247  0.257
H7 -1.399 -0.300 0.882  0.224
H8 -0.265 -0.894 2.078  0.187

The HOMO energy (spin up / spin down) is -0.2634 / -0.2636 hartree.


two) 2 unconnected molecules or ions with the total composition C4H8N2, computed with wB97M-V/def2-TZVPD.

Each line ends with the natural charge from an NBO analysis.
Positions of all 14 atoms, in Å:
C1 0.111 -1.560 -0.543  -0.419
N1 0.838 -0.683 0.252  -0.472
C2 1.149 -0.517 1.373  0.672
N2 1.559 -0.150 2.475  -0.776
H1 0.520 -2.011 -1.346  0.207
H2 -0.336 -2.418 0.032  0.178
H3 -0.723 -0.859 -0.695  0.240
H4 1.038 0.485 3.057  0.394
C3 -1.245 0.979 -0.970  -0.462
C4 -0.057 1.494 -0.581  -0.341
H5 -2.021 0.681 -0.261  0.200
H6 -1.544 0.927 -2.056  0.203
H7 0.652 1.937 -1.180  0.196
H8 0.057 1.694 0.443  0.180

Its structure (SMILES) is CN=C=N.C=C. The HOMO energy is -0.3373 hartree.


three) C4H8N2 in the gas phase, computed with wB97M-V/def2-TZVPD.

Each line ends with the natural charge from an NBO analysis.
Positions of all 14 atoms, in Å:
C1 0.459 -0.236 1.799  -0.628
C2 0.679 0.346 0.386  -0.367
C3 -0.553 0.237 -0.658  -0.161
N1 -0.212 0.679 -1.990  -0.852
C4 -1.134 -1.133 -0.668  0.265
N2 -1.458 -2.251 -0.637  -0.335
H1 0.091 -1.263 1.729  0.221
H2 -0.255 0.341 2.404  0.206
H3 1.400 -0.268 2.373  0.223
H4 0.984 1.414 0.491  0.211
H5 1.477 -0.175 -0.121  0.198
H6 -1.096 0.938 -0.056  0.245
H7 0.412 0.087 -2.514  0.381
H8 -0.794 1.284 -2.538  0.393

Its structure (SMILES) is CC[C@@H](N)C#N. The HOMO energy is -0.3570 hartree.


four) C4H8N2 in the gas phase, computed with wB97M-V/def2-TZVPD.

Each line ends with the natural charge from an NBO analysis.
Positions of all 14 atoms, in Å:
C1 -0.484 1.654 0.142  -0.723
N1 -0.413 0.120 -0.374  -0.487
C2 -1.101 -0.898 0.411  -0.415
C3 0.901 -0.227 -0.878  -0.317
C4 1.861 -0.421 0.226  0.255
N2 2.580 -0.605 1.111  -0.293
H1 -1.186 1.615 0.982  0.171
H2 -0.929 0.860 -1.004  0.494
H3 0.512 1.896 0.534  0.175
H4 -0.615 -0.998 1.389  0.214
H5 -1.095 -1.864 -0.106  0.202
H6 -2.136 -0.585 0.560  0.223
H7 1.241 0.597 -1.515  0.262
H8 0.864 -1.144 -1.478  0.238

The HOMO energy is -0.2861 hartree.


Which one sits at the top of the stability order? three) does.


one) C4H8N2 in the gas phase, computed with wB97M-V/def2-TZVPD.

Each line ends with the natural charge from an NBO analysis.
Positions of all 14 atoms, in Å:
C1 -0.376 -2.019 0.016  -0.611
C2 0.090 -0.651 -0.455  -0.226
N1 -0.701 0.399 0.185  -0.595
C3 -0.211 1.736 -0.072  -0.322
C4 1.161 1.992 0.440  0.252
N2 2.227 2.128 0.870  -0.327
H1 0.204 -2.810 -0.471  0.218
H2 -1.436 -2.165 -0.216  0.214
H3 -0.242 -2.125 1.100  0.202
H4 1.172 -0.533 -0.266  0.176
H5 -0.056 -0.570 -1.540  0.187
H6 -0.734 0.235 1.187  0.359
H7 -0.888 2.472 0.374  0.241
H8 -0.210 1.912 -1.153  0.232

Its structure (SMILES) is CCNCC#N. The HOMO energy is -0.3592 hartree.


two) C4H8N2 in the gas phase, computed with wB97M-V/def2-TZVPD.

Each line ends with the natural charge from an NBO analysis.
Positions of all 14 atoms, in Å:
N1 1.943 0.505 0.640  -0.794
C1 1.511 0.266 -0.746  -0.273
C2 0.386 -0.595 -0.299  -0.095
C3 -0.723 -0.007 0.194  -0.061
C4 -2.012 0.235 -0.415  -0.266
N2 -1.857 -0.663 0.772  -0.604
H1 2.368 -0.310 1.067  0.361
H2 1.075 0.773 1.116  0.380
H3 2.301 -0.199 -1.351  0.209
H4 1.219 1.228 -1.188  0.207
H5 0.647 -1.623 -0.058  0.199
H6 -2.134 -0.349 -1.325  0.194
H7 -2.600 1.138 -0.343  0.195
H8 -2.167 -0.131 1.591  0.348

Its structure (SMILES) is NC/C=C1\CN1. The HOMO energy is -0.2901 hartree.


Which one sits at the top of the stability order? one) does.


one) A molecular structure, C4H8N2, computed with wB97M-V/def2-TZVPD.

Each line ends with the natural charge from an NBO analysis.
Positions of all 14 atoms, in Å:
C1 0.790 1.395 -0.125  -0.627
C2 0.220 -0.003 -0.064  -0.045
C3 0.685 -0.577 1.277  -0.605
C4 -1.264 0.028 -0.042  0.288
H1 2.119 1.443 0.155  0.211
H2 0.628 2.182 -0.954  0.258
H3 0.311 2.224 0.616  0.246
H4 1.528 -1.033 1.030  0.204
H5 0.196 -1.622 1.782  0.228
H6 1.112 0.079 1.983  0.231
H7 1.656 -0.841 -1.085  0.325
H8 0.825 -1.947 -1.107  0.347
N1 0.794 -0.789 -1.212  -0.755
N2 -2.360 -0.003 -0.031  -0.306

The HOMO energy is -0.3862 hartree.


two) 2 unconnected molecules or ions with the total composition C4H8N2, computed with wB97M-V/def2-TZVPD.

Each line ends with the natural charge from an NBO analysis.
Positions of all 14 atoms, in Å:
C1 -0.733 0.696 0.979  0.164
C2 -0.764 -0.749 1.227  -0.798
C3 0.969 0.290 -0.853  -0.636
C4 0.070 1.165 -0.115  -0.612
N1 -3.488 -0.197 -0.868  -0.017
N2 -4.497 0.028 -0.506  0.018
H1 0.083 -1.438 1.344  0.232
H2 -1.209 -1.006 0.253  0.265
H3 -1.501 -0.999 2.089  0.219
H4 1.146 -0.590 -0.183  0.197
H5 1.989 0.554 -1.017  0.223
H6 0.480 -0.061 -1.746  0.211
H7 -0.623 1.636 -0.849  0.263
H8 0.538 1.971 0.388  0.271

The HOMO energy is -0.2879 hartree.


three) C4H8N2 in the gas phase, computed with wB97M-V/def2-TZVPD.

Each line ends with the natural charge from an NBO analysis.
Positions of all 14 atoms, in Å:
C1 -1.874 -0.557 -0.757  -0.415
C2 -0.418 0.424 1.101  -0.561
C3 -1.704 0.080 0.375  -0.136
C4 0.440 -0.708 0.566  0.075
N1 2.405 0.462 -0.467  -0.701
N2 1.578 -0.674 -0.036  -0.395
H1 -2.852 -0.590 -1.283  0.212
H2 -0.980 -0.805 -1.232  0.189
H3 -0.253 1.479 0.790  0.196
H4 -0.586 0.345 2.192  0.252
H5 -2.582 0.522 0.922  0.186
H6 2.792 0.196 -1.339  0.345
H7 1.921 1.346 -0.668  0.363
H8 2.114 -1.521 -0.164  0.390

The HOMO energy is -0.2777 hartree.


Which one sits at the top of the stability order? two) does.


one) A molecular structure, C3H5ClOS, computed with wB97M-V/def2-TZVPD.

Each line ends with the natural charge from an NBO analysis.
Positions of all 11 atoms, in Å:
C1 0.299 -0.447 -0.149  -0.562
C2 0.120 1.073 -0.567  -0.451
C3 0.080 -0.723 1.366  0.433
H1 -1.965 -0.890 -1.240  0.145
H2 1.467 -0.724 0.028  0.292
H3 -1.058 1.239 -1.283  0.234
H4 0.960 1.103 -1.478  0.248
H5 -0.920 -0.290 1.817  0.134
O1 1.066 -1.003 2.025  -0.509
S1 -0.562 -1.473 -1.258  0.025
Cl1 0.512 2.137 0.738  0.013

The HOMO energy is -0.3470 hartree.


two) C3H5ClOS in the gas phase, computed with wB97M-V/def2-TZVPD.

Each line ends with the natural charge from an NBO analysis.
Positions of all 11 atoms, in Å:
O1 1.077 2.227 -0.132  -0.493
C1 0.410 1.264 0.248  0.396
C2 0.336 -0.071 -0.398  -0.426
S1 1.920 -1.012 0.000  -0.004
C3 -0.771 -0.918 0.117  -0.379
Cl1 -2.352 -0.096 -0.011  -0.068
H1 -0.254 1.440 1.121  0.133
H2 0.318 0.017 -1.522  0.259
H3 2.078 -0.359 1.168  0.126
H4 -0.524 -0.962 1.166  0.221
H5 -0.813 -1.788 -0.490  0.236

Its structure (SMILES) is O=C[C@@H](S)CCl. The HOMO energy is -0.3668 hartree.


Which one sits at the top of the stability order? two) does.